21
Properties=species:S:1:pos:R:3:forces:R:3 method="wB97M-V/def2-TZVPD" energy_ev=-11992.5434 smiles="C=C(C(=O)OC)[NH+](C)C" charge=+1
C -1.029 -0.139 -1.541 0.2847 -0.2713 -0.5618
C -0.245 -0.198 -0.498 -0.5824 6.3961 0.4364
C 0.063 1.260 0.450 0.7015 -3.2131 0.5944
O 0.851 1.096 1.366 -0.3962 0.1705 -1.1429
O -0.604 2.309 0.153 -0.9711 -0.1605 -1.3649
C -0.343 3.631 0.658 0.7250 -0.4009 -0.3450
N 0.476 -1.199 0.099 2.4055 -2.5694 -0.1541
C -0.485 -2.055 0.799 -2.6486 -1.1904 -0.2534
C 1.458 -2.105 -0.736 -1.3147 0.2862 1.9347
H -1.100 -1.004 -2.204 -0.4987 0.3944 0.0041
H -1.495 0.835 -1.736 0.0735 -0.7007 -0.2279
H 0.149 3.622 1.604 0.3926 -0.0321 0.4775
H -1.231 4.164 0.648 -2.2816 0.2901 0.7903
H 0.120 4.200 -0.110 1.5328 -0.0237 -0.5845
H 1.182 -0.682 0.619 -0.2765 0.2666 1.7518
H -0.908 -2.805 0.078 0.5936 0.8378 0.2826
H -0.297 -2.630 1.674 1.6736 -0.1609 0.6841
H -1.350 -1.474 1.104 0.0757 0.4073 -0.1257
H 0.749 -2.588 -1.402 0.8316 -0.2325 -0.5784
H 2.251 -1.448 -1.123 -0.4257 -0.5886 -0.1875
H 1.786 -2.791 0.098 0.1054 0.4950 -1.4298